1.
C22H47N5OPY as an isolated structure. Source: OMol25; level of theory: the ωB97M-V functional and the def2-TZVPD basis.

Atoms and positions in Å:
Y -1.105 0.061 -1.046
N -2.714 -1.214 0.482
C -3.928 -0.393 0.731
C -3.531 0.986 1.212
N -2.666 1.724 0.259
C -3.377 2.665 -0.641
C -3.621 2.076 -2.012
N -2.320 1.672 -2.607
H -2.992 -2.161 0.251
H -2.202 -1.306 1.355
H -4.571 -0.849 1.483
H -4.505 -0.336 -0.193
H -2.973 0.878 2.145
H -4.435 1.553 1.444
H -2.023 2.266 0.819
H -2.756 3.554 -0.753
H -4.324 2.993 -0.210
H -4.144 2.800 -2.635
H -4.253 1.190 -1.947
H -1.784 2.509 -2.813
H -2.487 1.249 -3.514
O 0.455 -0.061 -3.059
C 0.364 -1.120 -4.024
C -0.961 -1.821 -3.917
C -1.329 -2.696 -4.928
C -2.536 -3.361 -4.839
C -3.357 -3.118 -3.743
C -2.917 -2.237 -2.786
N -1.733 -1.595 -2.848
H 1.332 0.332 -3.128
H 1.166 -1.838 -3.860
H 0.472 -0.715 -5.027
H -0.671 -2.845 -5.775
H -2.843 -4.050 -5.618
H -4.319 -3.604 -3.636
H -3.539 -2.019 -1.925
C 3.119 -1.934 2.281
C 2.161 -1.519 1.156
C 2.872 -1.722 -0.194
C 0.960 -2.481 1.132
P 1.565 0.267 1.245
N 0.269 0.421 0.330
C 1.119 0.746 3.024
C 0.238 2.015 3.003
C 2.314 0.990 3.956
C 0.242 -0.372 3.621
C 2.922 1.421 0.624
C 2.969 1.410 -0.917
C 4.320 1.117 1.178
C 2.533 2.857 1.028
H 3.510 -2.931 2.057
H 2.629 -1.995 3.251
H 3.974 -1.266 2.370
H 3.066 -2.790 -0.323
H 3.831 -1.215 -0.246
H 2.252 -1.391 -1.032
H 1.319 -3.478 0.865
H 0.235 -2.184 0.376
H 0.447 -2.564 2.085
H 0.821 2.933 2.994
H -0.375 2.032 3.908
H -0.424 2.016 2.135
H 2.886 1.871 3.671
H 2.993 0.143 4.015
H 1.935 1.172 4.966
H -0.601 -0.606 2.966
H -0.161 -0.020 4.573
H 0.794 -1.285 3.827
H 3.451 0.524 -1.325
H 3.544 2.279 -1.248
H 1.962 1.501 -1.323
H 4.723 0.172 0.816
H 4.347 1.105 2.266
H 5.004 1.904 0.846
H 1.511 3.103 0.733
H 3.206 3.552 0.519
H 2.645 3.031 2.096

Cartesian forces, eV/Å:
Y -1.1 0.2 -0.5
N 0.0 0.2 -0.2
C 0.1 -0.1 0.0
C 0.1 0.1 0.0
N -0.2 -0.2 -0.3
C 0.1 -0.1 0.1
C 0.1 -0.1 0.0
N -0.1 0.0 0.1
H 0.0 -0.1 -0.1
H 0.1 0.1 0.1
H -0.1 -0.1 0.0
H 0.0 0.0 -0.1
H 0.0 0.0 0.0
H 0.0 0.1 0.0
H 0.2 0.0 0.0
H 0.0 0.1 0.0
H -0.1 0.0 0.1
H 0.0 0.0 -0.1
H 0.0 -0.1 0.0
H 0.1 0.1 0.0
H 0.0 -0.1 -0.1
O -0.4 -0.2 0.2
C 0.0 0.1 0.1
C 0.0 0.0 0.1
C 0.0 -0.1 -0.1
C 0.0 -0.1 -0.1
C -0.1 -0.1 -0.1
C 0.1 0.1 0.0
N 0.0 -0.2 0.0
H 0.1 0.1 0.2
H 0.1 -0.1 0.0
H 0.0 0.1 -0.1
H 0.0 0.0 0.0
H 0.0 0.1 0.1
H 0.1 0.0 0.0
H 0.0 0.0 0.0
C 0.0 -0.1 0.0
C 0.0 0.0 -0.1
C 0.0 -0.1 0.0
C 0.1 0.0 0.1
P -0.1 0.2 0.0
N 1.1 0.1 0.7
C 0.0 0.0 0.0
C 0.0 0.0 0.0
C -0.1 0.0 0.1
C 0.0 0.0 -0.1
C -0.1 0.0 0.1
C 0.1 0.0 0.1
C 0.1 0.1 0.0
C 0.1 0.0 0.0
H 0.0 0.1 0.0
H 0.0 0.0 0.0
H 0.0 0.0 0.0
H 0.0 0.0 0.0
H 0.0 0.0 0.0
H 0.0 0.0 0.0
H 0.0 0.0 0.1
H -0.1 0.0 -0.1
H 0.0 0.1 0.1
H -0.1 -0.1 0.0
H 0.1 0.0 -0.1
H 0.0 0.0 0.0
H 0.0 -0.1 0.0
H 0.0 0.0 0.0
H 0.0 0.0 -0.1
H 0.0 0.0 0.0
H 0.0 0.0 0.0
H 0.0 0.0 0.0
H 0.0 0.0 0.0
H 0.0 -0.1 0.0
H -0.1 0.0 0.0
H 0.0 0.1 0.0
H 0.0 0.0 0.0
H 0.0 0.0 0.0
H 0.0 0.0 0.0
H 0.0 0.0 0.0
H 0.0 0.0 -0.1

gap between HOMO and LUMO: 8.48 eV
energy relative to the best compared isomer or geometry (same formula, charge and spin): 5.5 kcal per mole
net charge: +2
2S+1: 1


2.
C7H6GaNO6 as an isolated structure. Source: OMol25; level of theory: the ωB97M-V functional and the def2-TZVPD basis.

Atoms and positions in Å:
O -0.511 0.403 -3.545
C 0.652 0.186 -3.297
Ga 2.281 0.095 -2.473
C 2.282 -0.389 -0.169
O 2.710 -0.758 0.852
C -2.566 2.221 -1.051
O -3.284 2.133 -0.100
C 0.079 -1.638 -1.661
O -0.920 -2.151 -1.447
C 2.992 2.095 -2.433
O 3.353 3.200 -2.395
H -2.326 1.366 -1.627
C -1.052 -1.677 2.288
C -0.302 -0.562 1.573
N 0.021 0.405 2.430
O 0.124 -0.511 0.377
H -0.389 -2.321 2.933
H -1.391 -2.370 1.532
H -2.009 -1.283 2.733
H 0.621 1.146 2.113
H -0.364 0.411 3.367

Cartesian forces, eV/Å:
O 8.0 -1.6 1.0
C -11.7 2.7 -2.4
Ga 3.7 -1.6 2.4
C 1.7 -1.2 4.0
O -1.5 1.7 -4.8
C -3.3 0.4 4.8
O 2.5 0.9 -3.2
C -2.8 -1.8 0.4
O 2.6 1.1 -0.9
C 1.5 6.2 0.3
O -1.6 -5.9 -0.3
H 0.8 -1.4 -1.7
C -0.7 -0.7 -1.2
C 1.0 0.2 1.0
N -0.1 0.0 -0.5
O -0.8 0.0 1.2
H -0.7 1.2 -0.2
H -0.2 -0.3 -0.3
H 1.3 -0.4 0.1
H -0.1 0.3 0.2
H 0.3 0.1 -0.1

gap between HOMO and LUMO (spin up / spin down): 3.16 / 7.04 eV
energy relative to the best compared isomer or geometry (same formula, charge and spin): 70.1 kcal per mole
net charge: +2
2S+1: 1


3.
C8H10CrN8Ni2O18 as an isolated structure. Source: OMol25; level of theory: the ωB97M-V functional and the def2-TZVPD basis.

Atoms and positions in Å:
Ni -3.412 0.684 -0.451
Ni -2.038 -3.610 1.089
Cr 0.455 0.778 3.477
N -3.280 -2.347 -1.730
O -3.389 -1.153 -1.607
O -2.801 -2.954 -0.774
O -3.745 -2.945 -2.666
N 1.391 3.256 2.715
O 1.755 4.327 2.290
O 0.793 3.046 3.751
O 1.533 2.125 2.216
N -0.571 -0.727 0.731
O -1.443 -0.067 0.176
O 0.243 -0.171 1.493
O -0.711 -1.960 0.834
N -2.679 1.590 2.604
O -1.519 1.437 2.791
O -3.092 1.890 1.462
O -3.438 1.136 3.439
N 2.809 -0.213 4.436
O 3.714 -0.808 4.985
O 2.180 0.721 4.903
O 2.249 -0.491 3.391
N -1.527 -1.832 3.979
O -1.626 -2.844 3.342
O -0.529 -1.112 3.914
O -2.587 -1.425 4.425
N 2.457 -1.542 -3.769
C 2.412 -1.974 -2.497
C 1.041 -2.131 -2.187
C 0.314 -1.857 -3.359
C 1.239 -1.685 -4.363
H 3.329 -1.283 -4.208
H 3.321 -2.027 -1.916
H 0.596 -2.311 -1.219
H -0.757 -1.884 -3.494
H 1.169 -1.535 -5.430
N 0.889 1.102 -2.554
C 0.442 2.098 -3.450
C 0.141 3.175 -2.630
C 0.566 2.962 -1.328
C 1.041 1.690 -1.346
H 1.080 0.141 -2.798
H 0.341 1.923 -4.511
H -0.389 4.006 -3.071
H 0.599 3.708 -0.547
H 1.434 1.092 -0.537

Cartesian forces, eV/Å:
Ni 0.8 -0.6 1.3
Ni 0.6 3.2 -0.2
Cr 0.5 0.6 -0.1
N -2.0 -0.6 -0.2
O -0.3 3.8 -0.6
O 1.9 -2.9 3.0
O 0.3 -0.5 -1.1
N -0.8 -1.3 1.4
O 0.2 -0.1 -0.7
O -2.1 3.1 4.2
O 2.2 -1.9 -4.9
N -1.5 1.5 3.8
O 0.2 0.7 -1.6
O 0.6 -0.8 -2.6
O 0.5 -2.8 -0.4
N -3.2 -3.6 -0.1
O 5.6 1.0 0.2
O -0.8 1.4 -1.9
O -1.7 1.0 0.8
N -0.7 -0.3 1.1
O 0.2 0.2 -0.6
O -0.4 3.8 4.5
O 0.3 -3.8 -4.9
N -1.9 5.7 0.1
O 0.8 -5.7 -3.2
O 0.8 -1.1 0.8
O 0.0 0.1 1.3
N 1.2 -1.1 -0.9
C -1.6 0.6 1.5
C 1.3 0.4 0.6
C -0.1 -1.0 -0.7
C -0.2 1.7 -0.6
H -0.3 -0.4 -0.3
H -0.3 0.0 0.2
H 0.3 -0.2 0.0
H 0.1 -0.2 0.0
H -0.3 0.1 0.1
N 0.2 1.7 -1.1
C 0.2 -2.5 1.8
C -0.6 2.1 -0.2
C -1.1 3.0 -1.6
C 0.9 -4.1 0.4
H 0.1 -0.3 0.1
H -0.1 0.0 0.1
H 0.3 0.4 0.4
H -0.1 -0.4 0.3
H 0.1 0.1 0.3

gap between HOMO and LUMO (spin up / spin down): 4.59 / 3.59 eV
2S+1: 9


4.
A 4-piece molecular cluster, C3H11NO4 overall. Source: OMol25; level of theory: the ωB97M-V functional and the def2-TZVPD basis.

Atoms and positions in Å:
O 0.766 0.496 -1.260
C 0.070 -0.312 -0.516
C 0.058 -0.152 0.872
N 0.587 0.963 1.439
C -0.485 1.420 2.510
O -1.725 1.464 2.083
H -0.729 -0.828 -1.025
H -3.660 1.619 -0.120
H -0.259 -0.917 1.565
H 0.531 1.663 0.670
H -0.007 2.348 2.885
H -0.353 0.631 3.266
H -3.104 1.584 0.374
H 1.189 -0.095 -2.017
H 2.734 -1.084 -3.084
O 1.789 -1.078 -2.876
H 0.666 -3.366 -1.625
H 1.208 -1.860 -1.927
O 0.724 -2.494 -1.213

Cartesian forces, eV/Å:
O -1.3 -1.2 3.8
C -0.3 1.6 -4.6
C 3.0 1.5 3.6
N -4.5 -1.3 -3.2
C 1.6 0.0 1.1
O 0.7 0.3 0.2
H -0.1 -0.7 0.3
H 0.1 0.0 0.0
H -0.5 -0.3 -0.2
H 1.4 0.1 0.6
H -0.8 -0.1 0.1
H -0.4 0.2 0.5
H -0.2 0.0 -0.2
H 1.9 -1.4 -3.5
H -0.2 0.2 0.3
O -1.0 1.4 1.0
H -0.4 0.0 0.2
H 0.4 -1.3 -0.1
O 0.5 1.2 0.1

gap between HOMO and LUMO (spin up / spin down): 5.22 / 5.17 eV
energy relative to the best compared isomer or geometry (same formula, charge and spin): 177.2 kcal per mole
net charge: +1
2S+1: 2


5.
A 12-piece molecular cluster, C2H28O11S overall. Source: OMol25; level of theory: the ωB97M-V functional and the def2-TZVPD basis.

Atoms and positions in Å:
C -0.262 1.245 3.357
S 1.193 1.511 2.337
C 0.669 0.950 0.709
H -0.260 0.257 3.812
H -1.196 1.589 2.913
H -0.260 1.884 4.252
H 0.343 1.776 0.100
H 1.497 0.310 0.402
H -0.044 0.129 0.691
H -4.239 0.696 0.563
H -2.836 1.208 -0.081
O -3.283 0.657 0.589
H 3.768 -0.999 2.137
H 2.493 -1.807 1.894
O 3.419 -1.715 1.597
H -0.972 4.022 1.488
H 0.393 3.859 0.853
O -0.534 4.008 0.629
H -0.163 -1.838 1.245
H 0.074 -2.031 2.814
O 0.499 -1.922 1.961
H -1.545 2.942 -0.517
H -1.138 1.967 -1.675
O -1.872 2.218 -1.076
H 0.635 -3.388 -1.080
H -0.759 -3.304 -1.659
O 0.157 -3.482 -1.909
H 1.058 -2.050 -3.259
H 1.828 -1.238 -2.184
O 1.121 -1.170 -2.867
H -2.360 -0.904 0.883
H -1.769 -1.330 -0.516
O -1.806 -1.574 0.440
H -1.666 -0.163 -2.355
H -0.598 -1.263 -2.539
O -1.485 -1.086 -2.151
H 2.944 -1.503 -0.048
H 3.752 -0.591 -0.970
O 2.992 -1.181 -0.975
H -0.235 1.527 -3.871
H 0.462 0.458 -2.975
O -0.012 1.326 -2.959

Cartesian forces, eV/Å:
C -0.2 0.8 1.3
S -0.2 0.2 0.3
C 0.4 -1.4 0.4
H -0.4 -0.3 -0.6
H 0.0 -0.7 -0.5
H 0.7 0.2 -0.2
H 0.3 -0.1 -0.5
H 0.5 1.0 -0.8
H -0.8 0.6 0.6
H 0.0 0.3 -0.4
H -0.3 0.2 -0.3
O 0.1 -0.3 0.9
H 0.0 0.1 0.0
H -0.1 -0.1 0.1
O -0.4 -0.1 0.3
H 0.0 0.0 0.0
H 0.0 -0.1 0.0
O -0.1 0.3 0.2
H -0.7 0.0 0.6
H -0.4 0.0 -0.3
O 1.1 -0.1 -0.2
H 0.2 -0.1 -0.1
H -0.2 0.1 0.2
O 0.0 0.0 -0.3
H 0.1 -0.1 0.1
H 0.0 0.0 -0.1
O -0.2 -0.4 0.1
H 0.0 0.0 0.1
H -0.1 0.1 0.0
O 0.5 0.2 -0.5
H 0.1 0.0 -0.5
H -0.1 0.0 0.5
O 0.4 -0.4 0.2
H 0.0 0.0 0.0
H -0.3 0.2 0.6
O -0.1 -0.2 -0.5
H 0.4 0.2 -0.2
H -0.1 0.0 -0.1
O 0.0 -0.1 0.0
H 0.1 0.0 -0.1
H -0.2 0.5 -0.1
O 0.2 -0.4 0.0

SMILES: CSC.O.O.O.O.O.O.O.O.O.O.O
gap between HOMO and LUMO: 9.04 eV
energy relative to the best compared isomer or geometry (same formula, charge and spin): 0.0 kcal per mole
2S+1: 1


Computed values of M (unit: g/mol) for the preceding records, in sequence: 517.5; 269.8; 675.6; 125.1; 260.3.